No. 1
12
Properties=species:S:1:pos:R:3:forces:R:3 method="wB97M-V/def2-TZVPD" e_lumo_ha=0.0300 smiles="C/C(=N/O)NO" charge=0 gap_ev=9.5
C -0.687 1.347 0.002 -0.9 -0.3 -0.1
C 0.287 0.224 -0.067 -0.9 0.3 0.0
H -1.328 1.194 0.904 0.6 0.3 -0.5
H -1.413 1.187 -0.837 0.7 0.8 0.5
H -0.157 2.317 0.048 -0.5 -0.6 -0.3
H 0.307 -1.742 -0.472 0.0 -0.7 -0.4
H -1.948 -1.266 0.797 0.4 0.0 -1.6
H 3.081 -0.688 -0.236 -0.5 0.2 0.2
N -0.204 -1.049 0.028 -2.1 0.1 0.8
N 1.530 0.434 -0.119 1.2 0.3 0.4
O -1.645 -1.146 -0.147 1.1 -0.3 1.5
O 2.177 -0.813 0.098 0.8 -0.2 -0.7


No. 2
12
Properties=species:S:1:pos:R:3:forces:R:3 method="wB97M-V/def2-TZVPD" e_lumo_ha="0.0355 / -0.0817" spin_multiplicity=3 charge=0 gap_ev="7.5 / 8.2"
C -0.192 -1.891 -0.253 0.5 1.7 -0.4
C 0.251 1.802 0.107 0.1 -1.3 -2.7
N 0.296 -0.503 -0.203 6.4 -8.6 -1.5
N -0.477 0.432 -0.020 -1.2 8.8 1.8
O 1.621 1.717 -0.354 -1.4 -1.3 1.2
O -1.718 0.328 0.002 -3.2 0.0 -0.1
H 0.173 -2.213 -1.279 -0.6 -0.3 1.3
H 0.376 -2.414 0.570 -0.9 0.1 -0.9
H -1.296 -1.808 -0.164 0.7 -1.0 0.0
H -0.281 2.442 -0.610 0.2 0.1 0.4
H 0.146 2.136 1.101 0.1 0.4 1.3
H 1.940 0.797 -0.101 -0.7 1.4 -0.4


In Ha, the E values for the records above are, in order, -339.68047 -339.55477.
In kcal per mole, the ΔE to the lowest compared entry with this formula, charge and spin values for the records above are, in order, 95.5 12.3.